Record 1
Below is C22H35O3Ti as an isolated structure, with properties calculated with ωB97M-V/def2-TZVPD.

```
61
Properties=species:S:1:pos:R:3:lowdin_charge:R:1
C -0.083 -2.622 3.316 -0.151
C 1.184 -1.439 -6.651 -0.027
H 1.442 2.181 6.314 0.098
H 0.399 -1.482 -0.932 0.133
C -0.080 -0.762 -6.164 -0.586
H 2.043 -0.753 -6.705 0.093
H 3.219 1.638 3.705 0.087
C 1.174 1.364 5.636 -0.038
H -2.186 -1.578 4.822 0.136
C 1.125 1.906 4.223 -0.465
C -2.505 -1.106 2.621 -0.153
H -0.137 2.353 -1.962 0.126
C -1.290 -1.651 -6.302 -0.026
C -1.901 0.524 4.154 -0.096
C -2.093 1.160 2.885 -0.113
H 1.940 0.588 5.729 0.084
C 0.456 -2.499 1.991 -0.146
H -2.848 -2.051 2.191 0.132
H 2.295 -1.385 1.266 0.132
C 0.711 -1.837 4.200 -0.099
H -1.309 -1.333 -0.423 0.123
Ti -0.306 -0.405 2.560 0.971
H -1.716 0.472 -1.853 0.126
O 0.024 -0.131 -4.842 -0.119
H 1.097 1.831 0.472 0.128
H -1.740 1.025 5.107 0.123
H 1.219 1.248 -1.836 0.127
C 0.168 1.484 0.007 -0.125
H -2.092 2.235 2.711 0.130
H 0.973 -1.769 -7.678 0.096
H -2.862 0.349 0.931 0.132
H 0.568 0.792 -7.620 0.116
C -2.481 0.156 1.939 -0.138
C -2.153 -0.865 3.991 -0.135
O -0.019 0.075 0.419 -0.283
H 0.395 2.725 4.192 0.141
H 0.205 0.967 5.945 0.065
C -0.253 0.581 -6.927 -0.084
H -1.359 -1.952 -7.357 0.097
H 1.430 -2.322 -6.043 0.090
H 2.372 2.939 2.821 0.083
H 2.584 -0.656 3.829 0.116
H -0.911 1.771 -5.224 0.118
C 2.467 2.435 3.786 -0.040
O 0.641 0.950 3.257 -0.312
H -0.678 2.073 0.385 0.125
C -0.414 -0.775 -0.722 -0.134
C 1.762 -1.237 3.435 -0.100
C 0.192 1.424 -1.502 -0.136
H -0.442 -0.228 -2.817 0.093
H -2.209 -1.110 -6.033 0.093
H -0.917 -3.265 3.606 0.130
H 2.803 3.159 4.534 0.093
C -0.053 1.166 -5.538 -0.155
H 0.912 1.682 -5.463 0.120
H 0.602 -1.755 5.284 0.134
C 1.604 -1.636 2.067 -0.119
C -0.657 0.201 -1.845 -0.143
H 0.109 -3.032 1.104 0.125
H -1.262 0.727 -7.327 0.118
H -1.157 -2.544 -5.674 0.091
```

Results
energy relative to the best compared isomer or geometry (same formula, charge and spin): 0.000 eV
net charge: +1
E_tot: -52633.7411 eV
multiplicity: 1

Record 2
Below is C22H36ClNOP2Ru as an isolated structure, with properties calculated with ωB97M-V/def2-TZVPD.

```
64
Properties=species:S:1:pos:R:3:lowdin_charge:R:1
H -0.990 2.973 0.443 0.062
H -1.685 2.894 -1.960 0.051
H -2.834 -5.032 1.691 0.089
H 3.223 1.323 1.304 0.019
H -0.329 1.501 -0.657 -0.069
H 0.593 1.990 -3.500 0.059
H -0.114 5.036 1.632 0.107
H 3.732 -0.009 2.391 0.055
H -2.093 0.680 -4.147 0.057
C -1.083 0.387 1.409 -0.308
C -1.390 -5.205 -1.341 -0.110
H 4.136 -1.927 0.379 0.048
C 0.312 3.898 3.484 -0.119
P -1.746 0.503 -1.743 0.582
Ru -0.205 -0.045 -0.392 0.838
C -0.081 1.514 3.448 -0.635
C 1.975 1.803 -1.833 -0.457
C 1.672 -2.110 1.896 -0.274
C -2.448 2.153 -1.651 -0.273
H 1.391 3.643 -3.093 0.093
H 2.498 3.747 -0.932 0.080
H 2.594 -2.570 2.281 0.047
C 1.520 2.522 -3.114 -0.026
H -0.259 -3.526 -2.258 0.112
H 3.472 2.385 -0.490 0.078
H -0.370 0.485 -3.729 0.018
H 2.919 -2.171 -0.930 0.062
Cl -0.203 -0.009 4.297 0.693
H 3.852 -0.614 -0.816 0.035
C -0.839 -3.942 -1.412 -0.044
C -0.545 1.611 2.100 -0.317
H -2.559 -6.654 -0.198 0.101
H -1.489 -0.928 -3.695 0.060
H -2.040 0.566 0.847 0.040
O 2.020 0.537 -1.819 -0.126
C -2.289 -4.752 0.820 -0.096
C -0.101 4.045 2.148 -0.094
C -1.003 -3.047 -0.322 -0.462
C 0.298 2.655 4.162 -0.122
H -1.839 -2.719 1.573 0.105
C -3.209 -0.606 -1.439 -0.231
N -0.473 -1.848 -0.363 -0.149
H 1.875 2.578 0.280 0.056
P 2.070 -0.732 0.796 0.760
H 2.345 2.257 -3.801 0.093
H -3.066 -1.588 -1.915 0.046
C 2.437 2.683 -0.661 -0.032
H -0.965 -0.557 1.985 -0.003
H -1.238 -5.857 -2.183 0.091
C -1.749 -3.470 0.785 -0.041
H -3.303 2.263 -2.333 0.049
H -4.111 -0.146 -1.849 0.039
H 2.173 0.777 2.691 0.029
C -0.538 2.880 1.440 -0.089
C -1.397 0.155 -3.457 -0.264
H -2.850 2.337 -0.638 0.055
C 2.866 0.455 1.886 -0.258
H 1.132 -2.897 1.351 0.032
H -3.407 -0.700 -0.366 0.037
H 0.669 2.496 5.190 0.105
C 3.370 -1.419 -0.236 -0.284
H 0.730 4.772 4.039 0.102
H 1.091 -1.774 2.765 -0.004
C -2.126 -5.647 -0.235 -0.099
```

Results
<S²>: 6.06
energy relative to the best compared isomer or geometry (same formula, charge and spin): 0.516 eV
E_tot: -60612.2901 eV
multiplicity: 5

Record 3
Below is C22H36MoN5O2S3Si as an isolated structure, with properties calculated with ωB97M-V/def2-TZVPD.

```
70
Properties=species:S:1:pos:R:3:lowdin_charge:R:1
H -1.136 -3.158 -5.121 0.145
H 4.674 -1.827 6.270 0.045
H -2.218 -4.544 -3.401 0.137
H 0.274 -2.125 -3.573 0.153
C 1.186 4.262 0.673 -0.075
C 4.527 -1.751 5.196 -0.151
H -2.128 -1.765 -4.696 0.140
C -4.630 0.050 0.106 -0.343
H -5.466 0.151 -0.585 0.103
H 4.801 1.461 6.111 0.043
C -2.689 -3.598 -3.672 -0.126
C 3.289 -0.169 2.854 -0.192
C -2.750 2.764 1.641 -0.102
H 3.421 4.109 1.970 0.113
C -0.973 -2.237 -2.004 -0.696
H 5.515 -1.724 4.743 0.036
C -5.045 0.384 1.520 -0.106
H -3.844 -2.042 -2.708 0.131
C 0.086 2.641 -1.221 -0.099
H 0.978 5.866 -0.748 0.153
C 0.831 4.812 -0.558 0.080
H 1.211 -1.019 5.442 0.019
H 1.219 2.481 1.861 0.118
H 5.308 1.558 4.441 0.028
H 1.950 -0.079 6.714 0.047
C -3.267 -2.930 -2.430 -0.135
Mo 0.022 0.150 0.385 1.204
N 2.037 -0.024 0.787 -0.246
H 1.225 0.736 5.348 0.016
N 0.398 2.110 -0.025 -0.143
C 4.448 -0.138 2.068 -0.017
H -2.467 3.794 1.852 0.100
H -3.482 -3.809 -4.387 0.140
C 0.961 2.914 0.895 -0.060
C -1.656 -2.670 -4.298 -0.124
N 2.773 4.721 2.434 0.201
H 5.295 -0.107 0.090 0.130
C 1.806 -0.134 5.641 -0.194
C 1.633 5.129 1.842 -0.514
H -2.298 -2.625 -0.543 0.147
S 0.331 -1.815 -0.905 0.717
Si 3.508 -0.201 4.794 0.615
S -3.300 1.095 -0.625 1.044
H -4.235 -0.964 0.033 0.077
C 4.443 1.443 5.087 -0.154
C 0.289 3.975 -1.526 0.015
H 3.804 2.311 4.944 0.025
H -0.350 1.945 -1.947 0.127
N -0.684 -2.282 -3.285 0.054
H -5.550 1.345 1.581 0.088
H 3.150 5.300 3.172 0.138
H 0.021 4.360 -2.498 0.135
H -5.749 -0.370 1.863 0.103
N -2.179 -2.516 -1.543 0.048
C 2.111 -0.143 2.131 -0.663
H -3.401 2.438 2.447 0.079
H -1.837 2.144 1.669 0.037
H -3.924 -3.615 -1.895 0.143
C 3.160 -0.010 0.068 -0.098
S 0.421 -0.240 2.672 0.748
H 4.045 -2.669 4.870 0.039
H 3.056 0.059 -1.009 0.124
H 5.408 -0.159 2.559 0.124
C 4.396 -0.089 0.683 0.005
C -3.438 2.702 0.288 -0.328
O -2.016 0.416 -0.113 -0.755
H -4.506 2.907 0.347 0.103
O 0.917 6.018 2.211 0.141
H -4.191 0.368 2.194 0.079
H -3.002 3.419 -0.407 0.083
```

Results
<S²>: 2.04
energy relative to the best compared isomer or geometry (same formula, charge and spin): 1.113 eV
net charge: +3
E_tot: -77160.7234 eV
multiplicity: 3

What did the first record say?
Below is C22H35O3Ti as an isolated structure, with properties calculated with ωB97M-V/def2-TZVPD.

```
61
Properties=species:S:1:pos:R:3:lowdin_charge:R:1
C -0.083 -2.622 3.316 -0.151
C 1.184 -1.439 -6.651 -0.027
H 1.442 2.181 6.314 0.098
H 0.399 -1.482 -0.932 0.133
C -0.080 -0.762 -6.164 -0.586
H 2.043 -0.753 -6.705 0.093
H 3.219 1.638 3.705 0.087
C 1.174 1.364 5.636 -0.038
H -2.186 -1.578 4.822 0.136
C 1.125 1.906 4.223 -0.465
C -2.505 -1.106 2.621 -0.153
H -0.137 2.353 -1.962 0.126
C -1.290 -1.651 -6.302 -0.026
C -1.901 0.524 4.154 -0.096
C -2.093 1.160 2.885 -0.113
H 1.940 0.588 5.729 0.084
C 0.456 -2.499 1.991 -0.146
H -2.848 -2.051 2.191 0.132
H 2.295 -1.385 1.266 0.132
C 0.711 -1.837 4.200 -0.099
H -1.309 -1.333 -0.423 0.123
Ti -0.306 -0.405 2.560 0.971
H -1.716 0.472 -1.853 0.126
O 0.024 -0.131 -4.842 -0.119
H 1.097 1.831 0.472 0.128
H -1.740 1.025 5.107 0.123
H 1.219 1.248 -1.836 0.127
C 0.168 1.484 0.007 -0.125
H -2.092 2.235 2.711 0.130
H 0.973 -1.769 -7.678 0.096
H -2.862 0.349 0.931 0.132
H 0.568 0.792 -7.620 0.116
C -2.481 0.156 1.939 -0.138
C -2.153 -0.865 3.991 -0.135
O -0.019 0.075 0.419 -0.283
H 0.395 2.725 4.192 0.141
H 0.205 0.967 5.945 0.065
C -0.253 0.581 -6.927 -0.084
H -1.359 -1.952 -7.357 0.097
H 1.430 -2.322 -6.043 0.090
H 2.372 2.939 2.821 0.083
H 2.584 -0.656 3.829 0.116
H -0.911 1.771 -5.224 0.118
C 2.467 2.435 3.786 -0.040
O 0.641 0.950 3.257 -0.312
H -0.678 2.073 0.385 0.125
C -0.414 -0.775 -0.722 -0.134
C 1.762 -1.237 3.435 -0.100
C 0.192 1.424 -1.502 -0.136
H -0.442 -0.228 -2.817 0.093
H -2.209 -1.110 -6.033 0.093
H -0.917 -3.265 3.606 0.130
H 2.803 3.159 4.534 0.093
C -0.053 1.166 -5.538 -0.155
H 0.912 1.682 -5.463 0.120
H 0.602 -1.755 5.284 0.134
C 1.604 -1.636 2.067 -0.119
C -0.657 0.201 -1.845 -0.143
H 0.109 -3.032 1.104 0.125
H -1.262 0.727 -7.327 0.118
H -1.157 -2.544 -5.674 0.091
```

Results
energy relative to the best compared isomer or geometry (same formula, charge and spin): 0.000 eV
net charge: +1
E_tot: -52633.7411 eV
multiplicity: 1